38
Properties=species:S:1:pos:R:3:mulliken_charge:R:1 method="wB97M-V/def2-TZVPD" orbital_gap_ev=8.98 e_tot_ev=-51158.950
C -2.90 -3.07 0.85 -1.355
C -1.78 -3.98 1.22 0.624
I -0.02 -3.70 0.14 0.106
C -1.81 -4.93 2.15 -0.531
I -3.55 -5.29 3.27 0.068
N -0.75 -5.80 2.49 -0.021
Cl -0.50 -7.10 1.41 -0.016
C 0.41 -5.33 3.11 0.617
O 1.47 -5.88 3.11 -0.532
O 0.13 -4.16 3.76 -0.392
H -3.53 -3.55 0.09 0.301
H -2.51 -2.14 0.42 0.382
H -3.51 -2.82 1.72 0.413
H 0.60 -4.18 4.60 0.335
C 2.63 0.87 -0.20 -0.463
C 1.64 1.77 0.15 0.190
C 0.80 1.50 1.22 -0.421
C 0.96 0.32 1.94 -0.429
C 1.95 -0.58 1.59 -0.512
C 2.79 -0.31 0.52 -0.447
H 3.29 1.09 -1.03 0.370
H 1.51 2.68 -0.41 0.055
H 0.02 2.20 1.50 0.352
H 0.30 0.10 2.78 0.384
H 2.07 -1.50 2.15 0.515
H 3.57 -1.01 0.25 0.392
C -0.29 4.64 -4.62 -0.376
C 0.90 4.82 -3.93 -0.369
C 0.91 4.75 -2.54 -0.468
C -0.26 4.49 -1.85 -0.252
C -1.45 4.31 -2.54 -0.430
C -1.46 4.38 -3.93 -0.348
H -0.30 4.69 -5.70 0.355
H 1.81 5.03 -4.47 0.360
H 1.84 4.89 -2.01 0.387
H -0.25 4.43 -0.77 0.445
H -2.36 4.11 -2.00 0.354
H -2.39 4.24 -4.46 0.358